1.
17
Properties=species:S:1:pos:R:3:forces:R:3:nbo_charge:R:1 method="wB97M-V/def2-TZVPD" de_lowest_kcal_mol=116.2 smiles="C=C[C@@]1(O)[C@@H](N)N1N" mol_weight_g_mol=115.14
C -1.1362 0.0346 -0.9490 0.538 -0.221 -1.968 0.21
C -0.2191 -0.6836 -0.0349 0.216 1.979 -0.301 0.23
N 1.8823 -0.4173 -1.2371 0.707 -1.379 -1.432 -0.66
N -1.6755 1.2770 -0.7358 0.450 -0.416 0.352 -0.78
C -0.2040 -0.2546 1.3887 0.720 -0.418 0.577 -0.21
C 0.3809 0.8489 1.8420 -0.898 0.190 0.010 -0.39
O -0.3579 -2.0852 -0.1836 0.512 0.271 -0.105 -0.70
N 0.6097 0.0651 -0.9772 -2.245 0.330 2.627 -0.43
H 0.5312 -2.4592 -0.1222 -0.209 -0.143 0.073 0.47
H -1.6713 -0.5858 -1.6650 0.133 0.049 0.046 0.21
H 2.6165 0.2085 -0.9160 -0.529 0.022 0.199 0.36
H 2.0357 -1.3511 -0.8530 0.121 0.314 -0.249 0.31
H -1.0952 1.8803 -0.1654 -0.153 -0.072 0.003 0.40
H -2.1104 1.7554 -1.5126 0.208 -0.279 -0.013 0.39
H -0.6440 -0.9781 2.0642 -0.118 0.095 0.241 0.21
H 0.2973 1.1351 2.8799 0.143 -0.161 0.173 0.20
H 0.7600 1.6098 1.1769 0.404 -0.162 -0.235 0.20

***

2.
17
Properties=species:S:1:pos:R:3:forces:R:3:nbo_charge:R:1 method="wB97M-V/def2-TZVPD" de_lowest_kcal_mol=62.5 smiles=CNO[C@](C)(N)C#N mol_weight_g_mol=115.14
C 0.0379 2.0413 -1.3957 0.401 -0.136 0.082 -0.43
N -0.7096 0.8181 -1.1705 -0.430 -0.324 0.286 -0.35
C 0.4802 0.3685 1.4214 0.000 0.409 -0.033 0.23
N 0.7334 1.1785 2.1892 0.215 0.327 0.331 -0.32
H -1.1615 0.5191 -2.0335 0.222 -0.085 0.229 0.35
H 0.8133 1.9399 -2.1623 -0.025 -0.004 0.010 0.18
H -0.6759 2.8047 -1.6986 -0.036 0.041 0.005 0.21
H 0.5033 2.3401 -0.4569 -0.039 0.100 -0.088 0.21
C 0.9647 -1.9011 0.6465 -0.191 0.317 -0.235 -0.60
C 0.0477 -0.6849 0.4899 -0.456 -0.788 -0.244 0.30
N -1.3315 -1.0536 0.7632 0.020 -0.130 -0.244 -0.83
O 0.1815 -0.2616 -0.8525 0.162 0.225 -0.285 -0.39
H -1.4693 -1.2472 1.7477 -0.001 0.019 -0.030 0.37
H -1.9447 -0.2946 0.4818 0.116 0.044 0.124 0.39
H 1.9734 -1.6391 0.3399 0.100 0.024 0.053 0.23
H 0.5859 -2.6946 0.0096 -0.060 -0.030 -0.035 0.24
H 0.9710 -2.2335 1.6808 0.003 -0.008 0.077 0.22

***

3.
17
Properties=species:S:1:pos:R:3:forces:R:3:nbo_charge:R:1 method="wB97M-V/def2-TZVPD" de_lowest_kcal_mol=36.7 mol_weight_g_mol=131.20
C -0.3125 -1.7491 -1.0163 -0.087 -0.583 0.501 -0.74
C -0.3467 0.3600 0.8004 -0.540 0.190 1.430 -0.02
C 1.0552 0.6437 0.6059 0.656 0.438 -1.045 -0.36
C 1.6994 1.0169 -0.5280 -1.870 -0.716 0.780 0.03
H -0.1660 -2.4613 -0.1862 -0.138 0.328 -0.329 0.22
H 0.6610 -1.4004 -1.3332 0.136 -0.019 -0.286 0.22
H -0.8577 -2.2681 -1.8220 0.292 0.375 0.260 0.23
H 1.6433 0.6502 1.5032 0.216 -0.253 0.256 0.23
H 2.7364 1.0075 -0.4314 1.691 0.565 -0.226 0.19
H 1.7689 1.1937 -2.5590 -0.226 0.101 0.366 0.38
H 0.2169 1.0140 -1.9099 0.053 0.192 0.001 0.39
H -2.3098 0.3388 3.2216 -0.050 -0.098 -0.055 0.37
H -2.6326 -0.3317 1.6931 0.155 -0.056 -0.091 0.36
N 1.1625 1.3461 -1.7568 0.244 -0.414 -0.350 -0.81
N -0.8297 0.5966 1.9793 -0.221 -0.161 -1.011 -0.21
N -2.1615 0.3917 2.2268 0.281 0.198 0.186 -0.64
S -1.3270 -0.3485 -0.4874 -0.592 -0.089 -0.385 0.17

***

4.
17
Properties=species:S:1:pos:R:3:forces:R:3:nbo_charge:R:1 method="wB97M-V/def2-TZVPD" de_lowest_kcal_mol=26.1 smiles="[H]/N=C(/N)[C@@H]1NC[C@@H]1S" mol_weight_g_mol=131.20
C 1.4431 -0.1387 0.0997 0.227 -1.340 0.540 0.42
C 0.2132 0.4413 -0.5274 0.013 0.867 0.090 -0.13
C -1.7448 0.9220 0.1009 0.564 0.227 0.294 -0.22
C -1.1535 -0.3424 -0.5137 1.957 0.116 2.274 -0.32
H 2.7281 -1.6316 -0.1033 -0.028 0.080 -0.168 0.39
H 1.4506 -1.7103 -1.1791 0.324 0.389 0.139 0.38
H 1.1375 0.7343 1.6828 0.469 0.200 0.015 0.36
H 0.4686 0.7717 -1.5454 -0.129 -0.033 0.104 0.20
H -0.2219 2.4687 0.1024 -0.192 -0.902 -0.013 0.38
H -2.2990 0.8107 1.0133 -0.412 -0.205 0.372 0.20
H -2.3142 1.4719 -0.6097 -0.650 0.538 -0.660 0.18
H -1.4332 -0.6442 -1.4706 -0.864 -0.336 -1.498 0.23
H -0.6096 -1.7397 1.5993 0.165 0.743 -0.171 0.15
N 2.0954 -1.0898 -0.6833 -0.130 -0.174 -0.115 -0.83
N 1.8449 0.1050 1.2839 -0.635 0.198 -0.368 -0.69
N -0.3893 1.4782 0.3356 -0.189 0.216 -0.377 -0.63
S -1.2157 -1.9071 0.4145 -0.491 -0.583 -0.459 -0.06

***

| no. | total energy (eV) | E_HOMO (eV) |
| --- | --- | --- |
| 1 | -10807.425 | -7.3 |
| 2 | -10809.752 | -9.8 |
| 3 | -19598.043 | -7.5 |
| 4 | -19598.506 | -9.2 |